(1)
Molecular formula: C32H37GeHfN4O2
Method: DFT, ωB97M-V/def2-TZVPD

Values from the calculation:
Total charge = +3
LUMO (spin up / spin down) = -0.3651 / -0.3789 Ha
Relative energy (zero: lowest compared OMol25 entry of this formula, charge and spin) = 2.775 eV
Gap between HOMO and LUMO (spin up / spin down) = 5.3 / 4.9 eV
Highest occupied orbital energy (spin up / spin down) = -15.22 / -15.21 eV

```
77
Properties=species:S:1:pos:R:3:mulliken_charge:R:1
C 8.27 12.99 14.17 -1.296
C 13.44 7.68 12.13 -0.471
H 10.51 6.48 11.42 0.562
O 9.31 7.41 15.71 -0.620
H 9.42 7.79 11.72 0.444
C 15.50 7.02 11.01 -1.005
H 12.35 11.37 10.35 0.046
H 8.97 9.00 18.91 0.460
H 11.93 12.09 8.18 0.412
H 8.93 6.27 13.48 0.476
H 15.95 6.83 10.05 0.411
H 11.42 7.93 6.96 0.469
H 9.94 10.93 12.55 0.203
C 11.88 13.37 14.27 -0.949
C 14.06 7.38 13.32 0.367
H 13.83 14.04 14.39 0.419
C 10.31 7.29 12.13 -0.973
H 11.63 10.35 6.24 0.375
C 11.66 9.31 10.12 -0.001
H 13.53 7.47 14.27 0.195
H 14.91 12.12 13.30 0.556
C 6.61 9.86 17.59 -0.950
H 6.30 11.25 14.58 0.559
Ge 11.75 8.67 11.96 2.017
H 12.01 9.21 16.58 0.381
C 10.73 12.43 13.91 3.406
H 6.38 8.75 17.76 0.436
N 7.04 10.00 16.15 -0.429
C 9.91 6.82 13.48 -0.816
H 10.22 10.49 20.04 0.481
H 7.70 11.50 18.66 0.327
H 9.62 14.17 13.05 0.547
H 7.25 10.07 19.66 0.501
H 11.04 12.14 11.87 0.871
C 11.70 11.20 16.07 -0.814
N 11.36 9.96 16.84 -0.229
H 12.53 11.01 15.39 0.314
C 6.87 11.39 15.55 -0.726
H 7.35 13.48 13.86 0.582
C 15.32 6.82 13.42 -0.780
H 12.03 11.98 16.80 0.441
C 11.97 10.61 9.62 0.152
C 8.18 12.04 15.23 0.860
O 9.86 9.15 14.30 -0.255
C 10.18 10.68 18.96 -0.548
C 13.86 12.10 13.43 -0.579
C 16.09 6.64 12.22 -0.461
C 11.50 8.70 7.72 -0.677
C 11.36 8.37 9.10 -0.391
H 15.74 6.55 14.41 0.392
C 11.44 10.11 18.35 -0.760
H 11.53 14.27 14.77 0.546
C 14.15 7.42 11.00 0.204
C 10.59 11.83 15.29 -0.731
C 11.83 11.01 8.30 -0.730
N 9.02 9.89 18.43 -0.674
H 5.60 10.31 17.64 0.517
H 13.77 7.73 9.99 0.219
H 6.24 12.00 16.19 0.389
H 12.28 10.82 18.57 0.468
H 10.72 6.13 13.87 0.338
H 10.01 11.79 18.77 0.343
H 6.41 9.37 15.60 0.387
C 9.50 13.28 13.65 -1.696
C 7.60 10.38 18.65 -0.542
H 11.68 9.13 18.80 0.444
H 17.09 6.30 12.24 0.464
C 13.20 13.23 13.99 -0.882
C 13.29 10.77 13.28 -1.130
H 14.01 9.93 13.23 0.471
C 11.98 10.47 12.86 0.406
C 11.65 10.04 7.32 -0.495
N 9.33 11.56 15.78 0.197
C 9.68 7.88 14.52 0.662
Hf 9.21 9.47 16.29 0.825
C 10.89 11.47 12.73 -1.124
H 11.09 7.33 9.40 0.195
```

---

(2)
Molecular formula: C5H8O
Method: DFT, ωB97M-V/def2-TZVPD

Values from the calculation:
LUMO = 0.0435 Ha
Relative energy (zero: lowest compared OMol25 entry of this formula, charge and spin) = 2.798 eV
Gap between HOMO and LUMO = 9.6 eV
SMILES = C1=C[C@H]2C[C@H]2O1.[H][H]
Highest occupied orbital energy = -8.44 eV

```
14
Properties=species:S:1:pos:R:3:nbo_charge:R:1
H -0.51 -1.46 1.55 0.228
C -0.25 -0.80 0.72 -0.278
H 2.34 0.54 -0.93 0.205
H -0.27 3.10 0.40 -0.005
H -0.63 -2.20 -1.09 0.206
O 0.74 -0.67 -1.43 -0.473
C 1.48 0.03 -0.52 0.127
C -0.36 -1.22 -0.73 0.076
C 1.02 -0.02 0.73 -0.319
C -1.36 -0.27 -0.17 -0.445
H -1.32 0.77 -0.49 0.227
H 1.48 0.42 1.61 0.231
H 0.00 2.42 0.33 -0.002
H -2.36 -0.66 0.01 0.223
```

---

(3)
Molecular formula: C4H8O2
Method: DFT, ωB97M-V/def2-TZVPD

Values from the calculation:
LUMO = 0.0381 Ha
Relative energy (zero: lowest compared OMol25 entry of this formula, charge and spin) = 2.187 eV
Gap between HOMO and LUMO = 10.3 eV
SMILES = C=COCCO
Highest occupied orbital energy = -9.26 eV

```
14
Properties=species:S:1:pos:R:3:nbo_charge:R:1
H -1.94 -2.24 1.12 0.206
C -0.34 -0.95 0.97 0.119
H 1.60 0.98 -1.85 0.187
C -1.64 -1.21 1.04 -0.478
H 0.98 1.90 0.41 0.199
H -2.35 -0.40 1.16 0.208
H 0.43 -1.73 0.96 0.175
O -0.39 1.04 -1.79 -0.725
O 0.04 0.35 1.07 -0.530
C 1.05 0.83 0.22 -0.092
H 0.90 -0.58 -1.43 0.164
C 0.80 0.51 -1.26 -0.089
H -1.17 1.02 -1.21 0.481
H 2.03 0.46 0.56 0.176
```

---

(4)
Molecular formula: C25H56BCl2F4N2O8S7
Method: DFT, ωB97M-V/def2-TZVPD

Values from the calculation:
Total charge = +1
LUMO = -0.1189 Ha
Gap between HOMO and LUMO = 6.8 eV
Highest occupied orbital energy = -10.07 eV

```
105
Properties=species:S:1:pos:R:3:mulliken_charge:R:1
C 3.56 1.52 -0.32 -0.646
C -4.69 4.45 1.98 -0.912
S -5.36 3.62 3.44 0.551
H 3.65 2.39 -1.07 0.329
H 2.07 -2.57 0.09 0.172
H -0.34 2.59 -3.31 0.257
C 2.07 0.91 -0.25 0.320
H 5.83 6.95 0.98 0.413
H -1.38 2.16 -1.92 0.039
H -1.97 -7.22 -2.97 0.355
H -4.06 5.29 2.29 0.323
H 2.47 -3.20 -2.73 0.344
H -5.51 4.80 1.36 0.393
C 4.91 0.96 -3.10 0.332
H -0.91 -3.16 6.38 0.229
H -1.69 0.11 -7.17 0.353
Cl -1.48 1.00 1.57 0.028
H 0.34 -4.18 5.63 0.308
O -2.55 2.64 -5.27 -0.647
H 3.91 -2.63 0.03 0.300
C -4.08 0.46 5.29 -0.847
F 6.18 -0.88 -2.15 -0.347
H -4.85 1.81 -3.61 0.349
H -6.97 5.40 3.42 0.389
C -4.77 -6.68 -2.80 -1.008
O 0.86 -2.06 8.47 -0.625
S 0.61 -0.51 -6.86 0.765
C 6.57 4.22 0.62 -0.928
C -3.99 2.20 -3.07 -0.981
C 0.01 -3.71 6.56 -0.805
H -5.69 -6.13 -2.98 0.321
H -4.34 1.52 5.38 0.235
O -3.91 -5.03 -0.89 -0.640
H -5.47 5.88 4.28 0.315
H -6.66 4.80 5.06 0.330
F 3.67 1.56 -3.38 -0.093
C 4.71 0.40 -0.48 -0.231
H -2.20 2.05 6.75 0.356
O 1.32 -1.83 -6.88 -0.688
H 1.90 0.52 -8.58 0.325
H 6.53 3.99 1.68 0.320
H -4.10 3.28 -2.95 0.321
H -4.56 0.04 4.41 0.307
C -6.19 5.07 4.12 -1.010
S -2.49 1.84 -4.02 0.629
H 0.07 -3.02 -0.47 0.036
H -1.32 -1.46 -7.94 0.389
B 2.01 -1.04 -2.32 -0.559
O 1.77 -0.60 -3.68 -0.179
C -1.35 2.66 -2.89 -0.713
S 1.27 -2.55 7.12 0.546
H -4.09 3.73 1.42 0.212
H 4.05 6.85 1.05 0.343
C -1.15 -1.12 -1.03 -0.570
C 4.98 6.30 1.20 -1.047
H 4.32 -0.55 0.02 -0.060
H 6.77 3.30 0.06 0.244
S -3.51 -5.52 -2.25 0.610
C 0.85 0.26 -8.47 -1.070
H 0.25 1.17 -8.53 0.351
H -1.53 -0.69 -2.03 0.055
C 2.57 -3.78 7.36 -0.933
H -1.32 -6.25 -1.62 0.263
F 5.93 1.09 -4.11 -0.261
O -1.97 -1.16 5.17 -0.622
O 3.92 3.95 0.50 -0.550
F -0.61 -3.00 -2.52 -0.286
S 4.99 4.89 0.06 0.436
C -0.84 -2.69 -1.10 0.123
H -4.45 -7.15 -3.74 0.368
C 2.96 -2.89 -0.55 -0.945
C 2.93 -2.36 -2.07 -0.151
H 5.03 5.94 2.23 0.317
N 1.15 1.40 0.78 -0.017
H 3.46 -3.27 7.74 0.313
H -0.79 0.97 6.84 0.308
H -0.16 -4.47 7.33 0.348
H -4.94 -7.45 -2.04 0.315
H 4.00 -2.18 -2.43 0.418
H 2.92 -4.05 -0.60 0.291
H -4.41 -0.08 6.18 0.377
Cl 1.37 2.56 2.01 0.131
N 0.01 -0.28 -0.59 0.822
H 2.81 -4.24 6.40 0.334
H 2.48 -1.04 -4.22 0.244
O -4.20 3.31 4.35 -0.620
H 5.60 0.75 0.17 0.485
H -2.35 0.43 7.51 0.341
C -1.15 -0.83 -7.06 -1.018
H -2.54 -7.51 -1.30 0.358
H -1.62 3.71 -2.78 0.469
H -1.51 -1.35 -6.17 0.240
C -2.21 -6.76 -2.01 -0.918
C -0.06 0.65 0.51 -0.298
C 5.25 0.21 -1.96 0.276
S -2.29 0.30 5.11 0.615
H 2.24 -4.53 8.07 0.295
C 1.38 -0.18 -1.10 -0.175
H -3.93 1.72 -2.09 0.287
C -1.87 1.01 6.71 -1.025
H 0.56 -0.43 -9.26 0.344
H -1.79 -3.28 -0.83 0.216
H -2.03 -1.00 -0.29 0.456
H 3.73 2.00 0.71 0.408
H 7.37 4.94 0.42 0.437
```

---

(5)
Molecular formula: C6H17N2
Method: DFT, ωB97M-V/def2-TZVPD

Values from the calculation:
Total charge = +1
LUMO = -0.1145 Ha
Relative energy (zero: lowest compared OMol25 entry of this formula, charge and spin) = 1.018 eV
Gap between HOMO and LUMO = 10.0 eV
Highest occupied orbital energy = -13.11 eV

```
25
Properties=species:S:1:pos:R:3:nbo_charge:R:1
H 0.93 1.26 -3.69 0.399
H 0.58 0.35 0.67 0.468
H 2.07 0.02 -3.87 0.406
C -1.40 -0.31 1.63 -0.412
H 0.38 2.12 -1.36 0.233
H -2.93 0.68 0.45 0.228
H -0.50 -0.02 2.19 0.164
C 1.08 1.34 -1.10 -0.233
C -2.09 0.94 1.09 -0.608
H -0.13 -2.81 1.84 0.230
N 1.75 0.80 -3.32 -0.757
C -1.07 -1.30 0.52 -0.428
H 1.00 -1.74 1.04 0.163
H -1.99 -1.83 0.28 0.235
H 1.05 1.92 0.90 0.445
H 2.52 -0.11 -1.62 0.210
C 1.79 0.61 -1.97 0.062
H 2.18 0.77 0.56 0.441
H -0.79 -0.80 -0.42 0.183
H -1.43 1.59 0.51 0.168
N 1.24 1.09 0.35 -0.691
C 0.05 -2.27 0.91 -0.602
H -2.49 1.54 1.91 0.231
H -2.01 -0.82 2.38 0.238
H 0.22 -3.01 0.12 0.228
```

---

(6)
Molecular formula: C3H4O3
Method: DFT, ωB97M-V/def2-TZVPD

Values from the calculation:
LUMO = 0.0170 Ha
Relative energy (zero: lowest compared OMol25 entry of this formula, charge and spin) = 2.980 eV
Gap between HOMO and LUMO = 9.3 eV
SMILES = O=C=CC(O)O
Highest occupied orbital energy = -8.83 eV

```
10
Properties=species:S:1:pos:R:3:nbo_charge:R:1
C -0.70 0.10 0.16 0.421
H 0.95 1.74 -0.08 0.484
H -2.48 0.41 -0.43 0.484
O -1.78 -0.24 -0.58 -0.653
C 1.51 -0.44 -0.06 0.766
H -0.94 0.68 1.05 0.154
H 0.07 -2.00 0.34 0.252
O 0.40 1.12 -0.60 -0.789
C 0.30 -0.95 0.27 -0.625
O 2.69 -0.42 -0.07 -0.494
```

---

(7)
Molecular formula: C33H42FN7O4S2
Method: DFT, ωB97M-V/def2-TZVPD

Values from the calculation:
LUMO = 0.0156 Ha
Relative energy (zero: lowest compared OMol25 entry of this formula, charge and spin) = 0.000 eV
Gap between HOMO and LUMO = 9.0 eV
SMILES = N#COc1cc(O)cc2c1Sc1cc(S(=O)(=O)F)ccc1N2.CCCC#N.CCCC#N.CCCC#N.CCCC#N.CCCC#N
Highest occupied orbital energy = -8.53 eV

```
89
Properties=species:S:1:pos:R:3:mulliken_charge:R:1
H 8.56 5.93 1.50 0.305
N 6.85 7.50 -2.32 -0.453
H -1.76 -2.72 7.27 0.291
C 0.06 2.42 -2.17 -0.586
O -4.69 -3.70 -4.07 -0.613
S -2.09 -0.31 -0.16 -0.016
O -2.80 -5.06 -4.70 -0.681
C -6.18 -4.64 1.32 -0.536
C -2.37 -3.04 -3.13 0.476
C -7.14 -4.82 -1.03 -1.010
C -0.19 -3.91 8.16 -0.435
H 2.28 7.22 -3.26 0.298
C -0.35 -1.78 -3.46 -0.490
H 3.60 8.01 -2.41 0.353
C -0.62 -1.02 -2.33 -0.677
H 0.55 -1.59 -4.01 0.471
C 3.36 4.72 -3.26 0.072
H -7.44 -5.52 -1.81 0.323
H 0.73 -0.32 -1.06 0.385
H -5.73 -6.17 -0.13 0.247
H 6.43 5.70 0.22 0.295
N 0.73 -3.11 -0.21 -0.516
H -1.17 -5.59 0.12 0.480
H -6.39 -4.16 -1.47 0.177
C 3.36 7.19 -3.09 -0.496
N 0.27 0.01 -1.91 -0.281
F -3.73 -5.18 -2.45 -0.182
O -0.07 4.80 -2.38 -0.526
C -1.36 -4.55 0.39 0.739
H 4.79 5.82 -2.21 -0.159
H -5.80 -5.22 2.17 0.291
H 9.13 5.54 -1.49 0.353
C 6.93 7.11 -1.24 0.279
C -0.18 -3.75 0.05 0.187
H 5.17 7.38 -4.27 0.274
C -6.59 -5.57 0.18 -0.372
C 7.05 6.59 0.12 -0.426
C -0.69 -2.64 7.46 -0.442
H 3.82 8.37 -4.84 0.341
H 3.18 5.76 -1.47 0.348
H -0.34 4.81 -3.31 0.340
O -3.35 2.52 0.24 -0.467
H -7.34 -6.27 0.55 0.335
C -0.40 1.23 -1.63 -0.469
H -2.61 -4.99 2.08 0.287
C -5.13 -3.72 0.89 0.249
N -5.17 1.14 -0.58 -0.417
H 9.11 7.18 0.40 0.297
N 3.06 3.84 -3.93 -0.520
S -3.45 -4.29 -3.70 1.395
H -2.15 4.59 -0.85 0.525
H 0.33 -4.35 2.65 0.389
C -1.54 1.25 -0.82 0.813
H -0.35 -5.98 2.57 0.329
H -1.05 -3.37 -4.75 0.527
H -0.32 -1.44 5.69 0.323
C 3.72 5.86 -2.41 0.249
H -8.01 -4.22 -0.76 0.340
C -0.58 -4.93 2.78 -1.252
C 4.09 7.40 -4.41 -1.139
C -1.70 -4.43 1.87 -0.263
H -0.87 -4.85 3.83 0.227
C 8.51 6.27 0.46 -0.438
H -7.03 -4.05 1.67 0.313
H 10.14 4.99 -0.15 0.334
C 0.04 -2.37 6.15 -0.737
C 9.11 5.21 -0.45 -1.152
C -0.41 -5.09 7.31 0.269
C -4.38 1.91 -0.27 0.447
H -0.73 -4.06 9.10 0.282
H 0.87 -3.83 8.38 0.279
H 0.94 2.38 -2.80 0.619
H -1.92 -3.38 2.11 0.180
H 6.66 7.35 0.81 0.349
H 1.12 -2.26 6.30 0.310
C -2.18 2.45 -0.55 -0.003
H -3.54 -2.52 -1.42 0.603
H 8.54 4.28 -0.40 0.303
H -2.20 -4.19 -0.22 -0.726
C -2.65 -2.30 -1.99 -0.886
C -1.22 -2.77 -3.87 -0.694
C -1.78 -1.30 -1.61 0.881
N -4.31 -3.01 0.51 -0.414
H 3.82 6.63 -5.14 0.356
C -1.69 3.63 -1.06 -0.338
C -0.57 3.61 -1.87 -0.201
H -0.55 -1.79 8.13 0.305
N -0.59 -6.02 6.66 -0.418
H -0.12 -3.17 5.43 -0.003
```

---

(8)
Molecular formula: C5H13N2O
Method: DFT, ωB97M-V/def2-TZVPD

Values from the calculation:
Total charge = -1
LUMO = 0.1380 Ha
Relative energy (zero: lowest compared OMol25 entry of this formula, charge and spin) = 2.298 eV
Gap between HOMO and LUMO = 6.5 eV
SMILES = CC[C@H](CN)NC[O-]
Highest occupied orbital energy = -2.71 eV

```
21
Properties=species:S:1:pos:R:3:nbo_charge:R:1
H -2.50 -0.98 0.20 0.192
H -0.29 0.03 2.08 0.180
H -1.58 -1.83 1.48 0.195
C -0.79 0.20 1.12 -0.415
H 1.16 1.41 1.07 0.340
H -0.42 0.28 -1.00 0.137
H -2.60 -0.55 1.95 0.198
C 0.78 -1.33 -0.15 -0.248
H 1.75 -1.11 0.21 0.210
C 0.18 0.09 0.02 -0.071
N 0.93 -2.00 -1.51 -0.842
C 0.84 2.26 -0.94 0.175
H 1.63 -1.58 -2.01 0.345
H 0.00 2.02 -1.59 0.075
C -1.92 -0.87 1.16 -0.616
O 0.72 3.37 -0.26 -0.904
H 0.04 -1.86 -1.92 0.337
H 0.19 -2.04 0.35 0.160
H -1.08 1.34 1.11 0.236
H 1.77 2.12 -1.56 0.055
N 1.20 1.04 0.20 -0.740
```

---

(9)
Molecular formula: C16H23O2Ti
Method: DFT, ωB97M-V/def2-TZVPD

Values from the calculation:
Total charge = -1
LUMO (spin up / spin down) = 0.0907 / 0.0907 Ha
Gap between HOMO and LUMO (spin up / spin down) = 2.6 / 2.6 eV
Highest occupied orbital energy (spin up / spin down) = -0.15 / -0.16 eV

```
42
Properties=species:S:1:pos:R:3:nbo_charge:R:1
H -0.53 -3.29 0.14 0.146
C -2.35 -0.83 -0.44 -0.299
H -0.30 2.56 2.61 0.156
H 2.98 -0.27 0.63 0.243
C -1.19 0.31 -2.09 -0.329
H -1.98 2.04 2.34 0.157
C 1.81 1.64 0.79 -0.245
H 1.27 -2.36 -3.93 0.169
C -0.18 -4.16 -2.62 -0.601
H 2.32 -1.86 -2.59 0.164
C 2.01 0.54 -1.24 -0.289
C -1.72 1.28 -1.17 -0.360
C 0.50 -2.91 0.24 -0.047
H 0.91 2.11 -2.42 0.228
C -0.97 1.69 2.58 -0.219
H 2.38 -0.12 -2.01 0.251
H 1.38 -4.71 -0.49 0.135
H -1.67 2.36 -1.26 0.227
H 1.99 1.93 1.83 0.224
C 1.12 2.41 -0.20 -0.327
H 0.02 -5.19 -2.97 0.114
H -0.68 0.51 -3.03 0.233
O 0.51 -1.53 -0.07 -0.663
C 1.25 1.74 -1.45 -0.267
C 1.43 -3.65 -0.75 -0.447
H -3.06 1.01 0.63 0.217
H -0.63 -3.64 -3.48 0.169
H 0.85 -3.07 1.27 0.134
O -0.53 0.74 1.62 -0.686
C 1.00 -3.45 -2.14 -0.400
H -0.97 1.21 3.57 0.174
C 2.35 0.48 0.16 -0.273
C -1.59 -0.99 -1.64 -0.201
H 2.46 -3.30 -0.61 0.180
H 2.68 -3.34 -3.50 0.110
Ti -0.01 0.21 0.00 1.176
H -1.45 -1.91 -2.20 0.258
H -2.85 -1.63 0.11 0.227
H 0.65 3.38 -0.04 0.222
H -0.94 -4.25 -1.83 0.167
C 1.86 -2.73 -3.08 -0.580
C -2.45 0.56 -0.16 -0.246
```

---

(10)
Molecular formula: C7H15Cl6NiO5P
Method: DFT, ωB97M-V/def2-TZVPD

Values from the calculation:
Total charge = -2
Spin multiplicity = 3
LUMO (spin up / spin down) = 0.1211 / 0.1211 Ha
⟨S²⟩ = 2.02
Gap between HOMO and LUMO (spin up / spin down) = 4.2 / 4.1 eV
Highest occupied orbital energy (spin up / spin down) = -0.87 / -0.85 eV

```
35
Properties=species:S:1:pos:R:3:nbo_charge:R:1
H 3.13 8.07 -9.57 0.219
Cl 4.12 6.87 -7.71 -0.061
Cl -6.30 7.15 -3.25 -0.049
H -3.69 4.65 -5.74 0.085
H 1.58 5.77 -8.18 0.239
H -8.90 5.66 -3.73 0.210
H -8.04 7.80 -4.79 0.203
H 3.39 6.44 -9.93 0.211
H -7.65 4.73 -4.34 0.250
H 1.30 6.42 -9.73 0.208
H -6.78 6.88 -5.58 0.222
H -2.11 4.21 -6.05 0.079
Cl 3.16 5.90 -2.31 -0.069
C -2.80 4.33 -5.21 -0.231
O -3.10 3.21 -4.41 -0.982
C 1.82 3.56 -2.13 -0.354
H -2.49 5.16 -4.58 0.099
C -8.22 5.62 -4.58 -0.397
Cl 0.62 8.01 -8.11 -0.022
Ni -3.18 -0.03 -3.61 0.898
O -4.06 -1.55 0.55 -1.153
P -3.36 -1.22 -0.77 2.398
C -7.39 6.93 -4.68 -0.373
O -2.62 0.06 -1.06 -1.157
O -3.08 -2.10 -2.01 -1.208
H 1.64 4.90 -3.88 0.234
H 1.05 2.94 -2.58 0.248
H 0.90 5.46 -2.38 0.233
C 1.77 4.96 -2.80 -0.413
C 1.63 6.71 -8.73 -0.413
O -4.61 -0.61 -1.55 -0.817
Cl -9.12 5.29 -6.07 -0.069
C 3.06 7.08 -9.12 -0.383
H 2.72 3.02 -2.42 0.203
Cl 1.70 3.48 -0.27 -0.085
```

---

Question: Which formula does entry 2 have?
Answer: C5H8O

---

Question: Which formula does entry 10 have?
Answer: C7H15Cl6NiO5P